# 1
ORCA calculation (ωB97M-V with the def2-TZVPD basis set) on a 5-piece molecular cluster, C3H16NO4 overall.

Last column: Löwdin charge in e.
CARTESIAN COORDINATES (ANGSTROEM)
C 1.55 1.56 1.32  -0.03
C 0.15 1.63 0.79  -0.32
C -0.56 2.73 0.68  0.10
N -0.53 0.38 0.39  0.20
H 1.72 0.68 1.93  0.08
H 2.21 1.51 0.45  0.09
H 1.80 2.44 1.90  0.10
H -1.58 2.72 0.35  0.08
H -0.25 3.72 0.98  0.09
H -1.50 0.40 0.68  0.13
H -0.24 -0.47 0.86  0.11
H -0.42 0.15 -0.60  0.12
H -2.02 -2.28 1.10  0.06
H -2.19 -1.77 2.61  0.07
O -1.92 -1.54 1.71  -0.03
H -2.23 -1.56 -2.17  0.07
H -0.70 -1.41 -2.14  0.00
O -1.49 -1.41 -1.57  -0.06
H 2.03 -2.15 0.29  0.07
H 2.71 -0.76 0.44  0.05
O 1.89 -1.20 0.21  -0.04
H 1.77 -0.73 -3.13  0.07
H 0.38 -0.14 -3.45  0.07
O 0.87 -0.69 -2.82  -0.05

Summary:
HOMO level = -13.9 eV
total charge = +1



# 2
ORCA calculation (ωB97M-V with the def2-TZVPD basis set) on the molecule C5H7N at a distorted geometry.

Last column: Löwdin charge in e.
CARTESIAN COORDINATES (ANGSTROEM)
C -1.43 0.31 -1.00  0.00
C -0.33 0.80 -0.43  -0.24
C 1.09 0.32 -0.65  -0.11
C 1.23 -0.37 0.65  -0.51
N 1.83 -0.97 1.56  0.23
C 0.04 -0.77 1.34  -0.03
H -1.39 -0.54 -1.68  0.07
H -2.41 0.74 -0.81  0.06
H -0.42 1.61 0.30  0.12
H 1.15 -0.42 -1.46  0.13
H 1.80 1.13 -0.85  0.11
H -0.46 -0.19 2.11  0.08
H -0.55 -1.57 0.90  0.09

Summary:
HOMO level = -8.8 eV
SMILES = C=CCC1=NC1



# 3
ORCA calculation (ωB97M-V with the def2-TZVPD basis set) on an isolated ion of composition C2H3N2O2S and charge +1 at a distorted geometry.

Last column: Löwdin charge in e.
CARTESIAN COORDINATES (ANGSTROEM)
O -2.03 -0.92 -0.16  0.25
C -1.00 -0.40 -0.10  -0.43
C -0.63 1.08 0.06  -0.27
S 1.10 1.28 -0.09  1.26
N 1.40 -0.31 0.00  -0.53
O 2.47 -0.80 0.01  0.16
N 0.24 -1.09 -0.01  0.21
H -1.06 1.70 -0.74  0.13
H -0.97 1.45 0.92  0.06
H 0.49 -2.01 0.11  0.16

Summary:
HOMO level = -16.3 eV
total charge = +1
SMILES = O=C1CS[N+](=O)N1



# 4
ORCA calculation (ωB97M-V with the def2-TZVPD basis set) on the molecule C2H4N2OS at a distorted geometry.

Last column: Löwdin charge in e.
CARTESIAN COORDINATES (ANGSTROEM)
N -1.28 -0.64 0.58  -0.09
N -1.19 0.55 -0.13  -0.07
C -0.09 0.97 -0.55  -0.21
C 1.18 0.15 -0.47  -0.83
O 1.06 -1.20 -0.28  -0.06
S 2.65 0.93 -0.55  0.69
H -0.29 -0.70 1.28  0.19
H -2.17 -0.56 1.34  0.18
H 0.04 1.97 -1.00  0.11
H 0.09 -1.47 -0.22  0.09

Summary:
HOMO level = -9.0 eV
SMILES = N/N=C\C(O)=S



# 5
ORCA calculation (ωB97M-V with the def2-TZVPD basis set) on a 3-piece molecular cluster, C5H8N2O2 overall at a distorted geometry.

Last column: Löwdin charge in e.
CARTESIAN COORDINATES (ANGSTROEM)
C 0.39 -1.83 -0.18  -0.07
C -2.41 -0.46 -0.08  -0.38
C -0.49 0.63 0.27  -0.21
C 0.03 -0.44 -0.06  -0.08
N -0.82 1.94 0.29  0.08
C 2.89 0.39 0.06  -0.20
O -3.22 0.56 -0.38  0.08
N 1.83 1.02 -0.11  0.03
O -2.75 -1.59 0.02  0.09
H -2.69 1.38 -0.36  0.08
H -0.95 2.30 1.23  0.12
H -0.13 2.48 -0.22  0.10
H -0.49 -2.46 -0.04  0.08
H 0.80 -2.02 -1.18  0.10
H 1.14 -2.11 0.56  0.08
H 2.97 -0.70 0.22  0.05
H 3.88 0.89 -0.06  0.06

Summary:
HOMO level (alpha / beta) = -6.7 / -7.9 eV



# 6
ORCA calculation (ωB97M-V with the def2-TZVPD basis set) on a 2-piece molecular cluster, C4H8O2 overall at a distorted geometry.

Last column: Löwdin charge in e.
CARTESIAN COORDINATES (ANGSTROEM)
C -2.00 0.05 -0.16  -0.12
C -0.62 0.45 0.38  -0.24
C 0.50 0.12 -0.62  -0.27
O 1.76 0.64 -0.19  -0.18
C 2.88 -0.85 0.79  0.02
O 2.21 -1.40 1.53  0.10
H -2.04 -1.02 -0.39  0.07
H -2.79 0.25 0.57  0.07
H -2.25 0.59 -1.08  0.07
H -0.43 -0.06 1.33  0.10
H -0.61 1.53 0.59  0.11
H 0.52 -0.97 -0.76  0.12
H 0.27 0.58 -1.59  0.12
H 2.61 0.10 -0.40  0.02

Summary:
HOMO level = -10.2 eV